# 1
17
Properties=species:S:1:pos:R:3:forces:R:3:mulliken_charge:R:1 method="wB97M-V/def2-TZVPD" gap_ha=0.11115 charge=0 lumo_energy_ev=-5.08 max_force_ha_per_bohr=0.1060
O -0.123 3.256 -0.536 -0.2 -0.5 0.2 -0.93
C -0.621 -0.998 0.336 -3.6 1.7 -3.8 0.10
O -1.068 -1.156 -0.857 2.5 -1.3 4.0 -0.36
C 0.006 -1.866 1.339 1.2 0.6 -2.4 0.22
C 0.852 -3.003 0.884 -1.2 1.1 0.0 -1.00
H 2.370 1.582 -0.397 1.7 0.6 0.6 0.30
H -0.985 -0.012 0.706 0.8 -0.1 0.3 0.32
H -0.149 -1.336 2.271 0.4 -1.0 0.8 0.36
H 1.914 -3.057 1.098 0.3 0.7 0.1 0.34
H 0.516 -3.889 1.360 -0.7 -1.1 0.9 0.36
H 0.622 -3.125 -0.161 0.4 0.0 -0.5 0.33
H 0.911 2.080 -0.576 0.3 -0.4 -0.3 0.42
H -2.287 1.723 -1.966 -0.1 -0.2 0.0 0.28
O -2.121 1.787 -1.021 0.9 1.3 -0.2 -0.67
H 0.014 4.160 -0.805 0.2 0.3 -0.2 0.22
H -1.396 2.583 -0.979 -0.6 -1.4 0.5 0.39
O 1.546 1.271 -0.694 -2.2 -0.3 -0.2 -0.67

---

# 2
17
Properties=species:S:1:pos:R:3:forces:R:3:mulliken_charge:R:1 method="wB97M-V/def2-TZVPD" gap_ha=0.37807 charge=0 lumo_energy_ev=0.52 smiles="CCC(=O)O.O.O" max_force_ha_per_bohr=0.0757
C -0.100 -0.427 -2.300 3.4 -1.6 -1.1 -1.03
C 0.871 -1.289 -1.373 -2.5 1.3 0.7 -0.38
C 0.388 -0.919 0.020 -0.2 -1.2 0.0 0.58
O -0.024 -1.733 0.830 0.3 0.3 0.0 -0.62
O 0.383 0.387 0.256 1.7 0.4 1.1 -0.68
H 0.407 -0.625 -3.274 -1.1 0.4 0.1 0.31
H -1.094 -0.822 -2.288 -0.6 0.1 0.1 0.31
H 0.052 0.616 -2.095 -0.5 0.4 0.2 0.33
H 1.888 -0.940 -1.449 0.4 -0.2 -0.4 0.28
H 0.691 -2.351 -1.557 0.5 0.2 0.1 0.27
H 0.684 0.487 1.344 -1.5 -0.3 -1.9 0.45
O 0.317 0.536 2.629 -0.5 -0.1 1.6 -0.62
H -0.632 0.765 2.521 0.3 0.4 -0.3 0.41
H 0.232 -0.361 2.988 0.5 -0.1 -0.2 0.37
O -1.705 2.057 1.332 0.2 -0.1 0.2 -0.69
H -1.064 1.808 0.649 -0.1 -0.2 -0.1 0.39
H -1.295 2.811 1.767 -0.1 0.2 0.0 0.33

---

# 3
16
Properties=species:S:1:pos:R:3:forces:R:3:mulliken_charge:R:1 method="wB97M-V/def2-TZVPD" gap_ha=0.33640 charge=0 lumo_energy_ev=0.52 smiles=CCSSC.O max_force_ha_per_bohr=0.0374
C -0.899 -0.273 -2.162 -0.4 0.6 0.9 -1.06
C -0.666 0.113 -0.642 0.4 -1.1 -1.5 0.03
S 0.924 1.024 -0.431 -0.7 0.5 0.4 -0.06
S 2.440 -0.291 -0.321 0.4 -0.8 0.1 -0.08
C 2.603 -0.732 1.455 -0.6 0.3 0.5 -0.74
H -1.945 -0.615 -2.240 0.4 0.0 -0.2 0.34
H -0.239 -1.063 -2.558 -0.1 0.4 0.5 0.32
H -0.778 0.631 -2.782 -0.1 -0.4 0.2 0.29
H -1.483 0.759 -0.268 1.3 -0.7 -1.0 -0.18
H -0.661 -0.811 -0.033 0.0 0.6 -0.1 0.30
H 3.258 -1.607 1.608 -0.2 0.3 -0.5 0.30
H 1.594 -0.979 1.824 0.5 0.0 -0.1 0.24
H 2.998 0.111 2.047 -0.2 -0.3 -0.4 0.27
O -2.099 0.962 1.545 -1.3 1.0 0.5 -0.60
H -2.677 1.350 2.241 0.6 -0.4 -0.7 0.30
H -2.369 1.420 0.716 -0.1 -0.2 1.3 0.32

---

# 4
16
Properties=species:S:1:pos:R:3:forces:R:3:mulliken_charge:R:1 method="wB97M-V/def2-TZVPD" gap_ha=0.31836 charge=0 lumo_energy_ev=-0.43 smiles=CCSSC.O max_force_ha_per_bohr=0.0582
C 1.128 0.340 1.785 0.4 -0.8 -0.2 -0.92
C 0.867 0.408 0.275 -0.1 0.1 0.4 -0.44
S -0.280 -0.854 -0.353 -1.8 1.3 2.0 -0.13
S -2.002 0.070 0.877 1.4 -1.5 -1.5 -0.11
C -2.774 0.735 -0.586 0.0 1.5 -0.7 -0.82
H 1.822 -0.471 2.018 0.2 0.2 0.0 0.28
H 1.513 1.289 2.152 0.1 0.0 0.0 0.30
H 0.235 0.095 2.353 -0.2 0.2 -0.1 0.27
H 1.760 0.257 -0.339 0.2 0.3 0.3 0.35
H 0.443 1.396 0.106 0.0 -0.1 -0.6 0.30
H -2.956 0.001 -1.362 -0.3 -0.2 0.2 0.30
H -2.138 1.509 -1.033 0.3 -0.3 0.1 0.28
H -3.661 1.331 -0.352 -0.3 -0.6 0.3 0.32
O 2.204 -2.287 -2.111 -0.2 0.3 0.5 -0.60
H 1.831 -1.411 -2.258 0.0 0.0 -0.4 0.31
H 2.008 -2.407 -1.172 0.1 -0.4 -0.1 0.31

---

Q: Look up the charge of the fourth one.
A: 0